Record 1
# Br2H2NP

The molecule Br2H2NP at a distorted geometry (the ωB97M-V functional and the def2-TZVPD basis, OMol25).

Last column: natural (NBO) charge in e.
Cartesian coordinates (Å):
Br -0.613 -0.750 -2.101  -0.205
Br 0.638 -2.205 0.699  -0.219
P -0.965 -0.788 0.093  0.796
N -0.124 1.094 0.435  -1.110
H 0.571 1.371 -0.360  0.367
H 0.493 1.279 1.234  0.371

## Properties
SMILES = NP(Br)Br
ΔE to the lowest compared entry with this formula, charge and spin = 87.7 kJ/mol

***

Record 2
# C3H6N2O

A cluster of 2 separate species, C3H6N2O in total at a distorted geometry (the ωB97M-V functional and the def2-TZVPD basis, OMol25).

Last column: natural (NBO) charge in e.
Cartesian coordinates (Å):
O -1.152 1.145 -1.184  -0.963
N -0.050 0.803 1.013  -0.613
N 0.722 -1.483 -2.276  -0.299
C 0.274 -1.014 -1.310  0.262
C -0.195 -0.653 0.041  -0.121
C 0.813 -0.335 1.040  -0.257
H -0.746 1.370 -0.308  0.485
H 0.821 -0.941 1.924  0.204
H -1.150 -1.118 0.255  0.256
H -0.468 1.378 -1.818  0.464
H -0.708 0.786 1.810  0.367
H 1.779 -0.092 0.610  0.217

## Properties
SMILES = N#C[C@H]1CN1.O
ΔE to the lowest compared entry with this formula, charge and spin = 407.0 kJ/mol

***

Record 3
# C10H11F2NO

The molecule C10H11F2NO at a distorted geometry (the ωB97M-V functional and the def2-TZVPD basis, OMol25).

Last column: natural (NBO) charge in e.
Cartesian coordinates (Å):
F 0.113 -2.703 -2.843  -0.331
F 0.322 -0.664 -3.353  -0.360
O 2.060 0.025 -0.376  -0.447
N -0.692 -0.091 -0.549  -0.428
C 1.142 1.869 2.529  -0.251
C 0.379 -2.303 -0.164  -0.652
C 1.892 1.220 1.613  -0.176
C -0.832 1.083 1.525  -0.271
C -0.087 0.415 0.567  0.191
C -0.203 1.839 2.462  -0.128
C -0.109 -1.116 -1.089  0.153
C -1.586 0.815 -1.225  -0.398
C 1.350 0.593 0.481  0.305
C -0.328 -1.514 -2.509  0.516
H -1.897 0.921 1.890  0.232
H -0.771 2.127 3.246  0.203
H 0.082 -2.232 0.850  0.214
H 1.650 2.460 3.272  0.218
H -0.966 1.605 -1.654  0.195
H -2.231 1.253 -0.546  0.210
H -2.136 0.391 -2.056  0.216
H 2.997 1.177 1.891  0.227
H 1.410 -2.375 -0.385  0.238
H -0.166 -3.220 -0.694  0.219
H -1.395 -1.575 -2.882  0.105

## Properties
Energy = -717.20151 hartree
2S+1 = 3

***

What did the first record say?
# Br2H2NP

The molecule Br2H2NP at a distorted geometry (the ωB97M-V functional and the def2-TZVPD basis, OMol25).

Last column: natural (NBO) charge in e.
Cartesian coordinates (Å):
Br -0.613 -0.750 -2.101  -0.205
Br 0.638 -2.205 0.699  -0.219
P -0.965 -0.788 0.093  0.796
N -0.124 1.094 0.435  -1.110
H 0.571 1.371 -0.360  0.367
H 0.493 1.279 1.234  0.371

## Properties
SMILES = NP(Br)Br
ΔE to the lowest compared entry with this formula, charge and spin = 87.7 kJ/mol

***

- Number 3 is which compound?
  C10H11F2NO